Density functional theory data (the ωB97M-V functional and the def2-TZVPD basis) for a single C6H12O molecule.

Geometry as XYZ:
```
19
Properties=species:S:1:pos:R:3:forces:R:3
O 0.348874 0.435026 0.687177 0.1 0.0 0.0
C -0.536850 -2.150847 -0.446636 0.0 0.0 0.1
C 1.815845 -1.020360 -0.607253 0.2 -0.1 0.0
C -0.720266 2.490952 1.304477 0.0 0.0 0.0
C 0.430908 -1.243841 -1.169194 -0.1 -0.1 -0.1
C -0.900086 1.114107 0.689063 -0.2 0.1 0.0
C 0.819558 0.086626 -0.574740 0.1 0.0 -0.2
H -1.677823 3.015936 1.396713 0.1 -0.1 0.0
H 0.363961 -1.273787 -2.256002 0.0 0.0 0.2
H -0.044259 3.097351 0.693105 -0.1 -0.1 0.1
H -0.495378 -1.974498 0.632781 0.0 0.0 -0.1
H -0.279392 2.394625 2.300728 -0.1 0.0 -0.1
H 2.661242 -0.949289 -1.285080 -0.1 0.0 0.1
H -0.301564 -3.205795 -0.627889 0.0 0.2 0.0
H 2.035939 -1.478103 0.353812 -0.1 0.1 -0.1
H 0.960134 0.927541 -1.256981 0.0 -0.1 0.1
H -1.300035 1.190112 -0.331058 0.1 0.0 0.1
H -1.613444 0.519961 1.274892 0.1 0.1 -0.1
H -1.567364 -1.975718 -0.777917 0.1 0.0 0.0
```
Forces are in eV/Å.

***

Density functional theory data (the ωB97M-V functional and the def2-TZVPD basis) for 2 unconnected molecules or ions with the total composition C3H11N3O in a non-equilibrium geometry.

Geometry as XYZ:
```
18
Properties=species:S:1:pos:R:3:forces:R:3
O 0.667898 -1.638942 2.851296 1.8 2.5 2.4
N 0.665615 -0.934507 -1.819133 1.5 -2.3 -1.1
N -0.316795 0.800087 -0.673227 -0.3 -1.2 -0.3
N 1.733420 -0.049292 0.058925 -0.2 0.4 0.1
C -1.683943 0.222311 -1.044850 1.1 0.6 -0.3
C -0.405140 1.562015 0.573504 -0.6 -0.8 1.0
C 0.788938 -0.110008 -0.795927 -2.5 3.4 1.8
H 1.492481 -1.497668 -1.884445 -0.1 -0.5 -0.5
H 2.498984 -0.583976 -0.281306 0.9 -0.7 0.0
H -1.214665 1.013435 1.111471 0.6 0.8 0.4
H -2.470268 0.672480 -0.422243 0.4 -0.1 -0.2
H 0.120922 -0.876326 -2.646164 -0.5 0.6 -0.2
H -0.783044 2.576961 0.374352 0.4 -0.2 0.1
H 0.938422 -0.707012 2.583896 -0.6 -1.6 -0.5
H 1.074494 -1.548847 3.787861 -1.2 -0.9 -2.0
H 0.513283 1.531463 1.230456 -0.9 0.2 -1.3
H -1.943045 0.425526 -2.099003 0.2 0.0 0.4
H -1.677556 -0.857701 -0.905464 -0.1 0.0 0.1
```
Forces are in eV/Å.

***

Density functional theory data (the ωB97M-V functional and the def2-TZVPD basis) for a single C20H18N2O4 molecule in a non-equilibrium geometry.

Geometry as XYZ:
```
44
Properties=species:S:1:pos:R:3:forces:R:3
O -4.309380 1.871685 -0.761135 0.3 0.1 -0.5
O -2.762218 -1.289285 -0.313004 0.3 0.1 -0.1
O 1.642620 1.416812 0.263603 0.2 0.0 -0.1
O -0.509675 0.653521 -1.713583 0.1 0.0 -0.3
N -1.245899 0.990870 0.404945 -0.1 0.2 0.2
N 1.518764 -0.834202 0.042248 0.3 -0.3 -0.1
C 0.138654 -0.918968 -0.064712 -0.4 -0.4 0.1
C 2.205923 0.347443 0.154761 0.0 -0.1 0.2
C 4.364151 -0.898871 0.632289 -0.2 0.1 -0.1
C -3.999609 -1.804503 -0.371976 -0.6 -0.7 0.1
C -3.498362 1.887798 0.314110 0.1 0.0 0.9
C -0.558958 0.333834 -0.547878 -0.2 0.0 0.3
C 4.422293 1.276383 -0.376225 -0.2 -0.1 0.0
C -0.503384 -2.087226 0.113560 0.3 0.8 0.0
C -1.915487 -2.301820 -0.017381 -0.5 -1.1 0.1
C -2.628773 -3.471364 0.117586 0.6 0.6 0.0
C 5.745759 -0.942266 0.596136 0.1 0.0 0.0
C 7.976959 0.051923 0.001585 0.0 0.0 -0.1
C 6.482520 0.108367 0.063523 -0.1 0.0 0.1
C -5.541878 1.560291 -0.332043 -0.7 -0.2 0.6
C -5.546512 1.368111 1.014782 -0.1 0.0 -0.5
C -3.980793 -3.141600 -0.114123 -0.2 0.6 -0.1
C 3.685594 0.210465 0.136622 0.4 0.1 0.0
C -2.042743 2.162528 0.113355 -0.1 -0.1 -0.2
C -4.212147 1.580668 1.437463 0.4 0.2 -0.5
C 5.799695 1.220435 -0.419819 0.0 -0.1 0.0
H 8.365161 -0.751912 0.621849 0.1 0.0 0.0
H -3.839478 1.519621 2.439779 0.2 0.0 0.2
H 3.828015 -1.722362 1.084061 0.0 -0.1 0.0
H -1.714498 2.992356 0.748660 -0.1 -0.1 -0.1
H -6.384843 1.109153 1.628532 -0.2 0.0 0.1
H 6.358362 2.049806 -0.828607 0.1 0.1 0.0
H 6.260383 -1.806099 0.992427 0.1 -0.1 0.0
H -6.322253 1.513977 -1.065900 0.0 0.0 -0.2
H -2.230253 -4.437905 0.349605 0.2 -0.2 0.1
H -1.239695 0.647769 1.351079 0.1 -0.1 -0.1
H 2.037671 -1.701007 0.014527 0.0 0.2 -0.1
H 8.410153 0.994065 0.331579 0.1 0.0 0.0
H 3.888309 2.140194 -0.741676 0.0 0.1 0.0
H -1.862707 2.409688 -0.935291 0.0 0.1 0.2
H 0.062029 -2.976080 0.363506 0.1 0.0 0.1
H 8.300110 -0.120363 -1.025228 0.1 0.0 0.0
H -4.801034 -1.129211 -0.597544 0.0 0.2 0.0
H -4.820570 -3.805424 -0.093660 -0.2 -0.1 0.0
```
Forces are in eV/Å.

***

102
Properties=species:S:1:pos:R:3:forces:R:3 method="wB97M-V/def2-TZVPD" charge=-1
Hg 0.338109 0.223438 -0.458156 -0.1 0.3 -0.1
S -2.678453 -2.137378 -0.564699 0.0 0.0 0.0
O -2.070809 -0.025885 -2.671673 0.0 0.1 0.1
N 1.637487 1.684361 2.194933 0.0 0.1 0.1
N 1.530049 3.288672 -3.354295 -0.1 0.0 -0.1
N -0.286264 -1.016800 3.163032 0.0 0.0 -0.1
N -0.898738 1.619842 -1.615845 -0.2 -0.1 0.0
N -0.475380 0.506200 5.109587 0.0 0.0 0.0
N -1.126146 -2.239223 -1.181770 0.2 -0.2 0.3
N 0.300129 -0.133762 6.021221 0.0 0.0 -0.1
N -1.188015 1.305817 2.856796 0.1 -0.1 -0.1
N -0.495827 3.494855 -0.245688 0.0 0.0 0.0
N -1.758706 -3.122864 -3.282574 -0.1 -0.1 0.1
N 1.289862 1.091669 3.370279 -0.1 0.1 0.2
N 1.455956 -2.027360 -2.081439 -0.1 -0.1 0.1
N -1.965616 0.720773 1.912353 -0.1 0.0 0.1
N 1.754403 1.498640 -1.844323 0.2 0.0 0.1
N -2.244163 2.070368 -3.496309 0.0 0.0 0.1
N 0.134830 -1.677951 2.055277 -0.1 -0.1 -0.1
C -0.400141 -2.910503 2.041682 0.1 0.0 0.0
C 2.356334 -3.859617 -3.946353 0.0 0.0 0.0
C -5.060094 -2.213147 -1.890485 0.0 0.0 0.0
C -3.966707 -3.123016 -4.253444 0.0 0.0 0.0
C -0.403162 -0.197258 7.138634 0.0 0.0 0.0
C 1.035931 -1.130436 1.042242 0.0 0.2 -0.1
C -2.838232 1.639104 1.531859 0.0 0.0 0.1
C -0.849671 -2.680380 -2.331545 -0.1 0.2 -0.2
C -0.325011 2.947387 -1.607133 0.1 0.0 0.0
C -3.697876 -2.437299 -1.969816 0.0 0.0 0.0
C 2.116137 2.154028 -3.998759 0.1 0.1 0.0
C 0.162783 -0.849527 8.360063 0.0 0.0 0.0
C 0.592908 -2.814072 -2.716268 -0.1 0.0 0.0
C 2.319214 1.158604 4.252838 0.0 -0.1 -0.1
C 3.635353 2.768927 1.241502 -0.1 0.0 -0.1
C -1.670205 0.394969 6.963884 0.0 0.0 0.0
C -1.715445 1.164269 -2.564587 0.0 0.0 -0.1
C 1.003109 -3.746695 -3.664861 0.1 -0.1 0.0
C -5.889191 -2.458940 -2.980943 0.0 0.0 0.0
C -3.341963 1.633980 -4.324965 0.0 0.0 0.0
C 2.747637 -2.141162 -2.353641 0.0 0.0 0.0
C -1.932420 3.421212 -3.403862 0.0 0.0 0.0
C -3.865481 1.336990 0.489595 0.1 0.0 0.0
C 3.252475 -3.044531 -3.280095 0.0 0.0 0.0
C 2.269886 4.521381 -3.459822 0.1 0.0 0.0
C 2.187798 1.155715 -3.099354 0.0 0.0 0.1
C -1.025687 3.872836 -2.553506 0.0 0.0 0.0
C 2.884471 2.100053 2.344405 0.0 -0.1 0.0
C -0.113141 -3.982103 1.043471 0.0 0.0 0.1
C 3.363775 1.791164 3.635655 0.0 0.0 0.0
C -5.339243 -2.914204 -4.164614 0.0 0.0 0.0
C -1.213448 -3.037625 3.161782 0.0 0.0 0.0
C -2.637379 2.842956 2.241607 0.0 0.0 0.0
C 1.241817 2.846533 -1.976208 0.0 -0.1 0.0
C -1.672912 0.818552 5.656828 0.0 0.1 -0.1
C -3.144300 -2.888057 -3.165524 0.0 0.0 0.0
C -1.570592 2.585111 3.065195 0.1 0.1 -0.1
C -1.112342 -1.840062 3.824712 0.1 0.0 0.1
B -0.115247 0.519300 3.592694 0.0 -0.1 0.0
H -3.444024 2.323219 -5.164475 0.0 0.0 0.0
H -4.521476 0.527356 0.817223 0.0 0.0 0.0
H 3.401722 -1.460112 -1.818070 0.0 0.0 0.0
H 0.041297 -4.920014 1.578704 0.0 0.0 0.0
H -0.958526 -4.107195 0.368575 0.0 0.0 0.0
H 2.534524 0.154868 -3.315642 0.0 0.0 0.0
H -3.143901 0.633280 -4.699942 0.0 0.0 0.0
H -1.046152 3.214305 3.767739 0.0 0.0 0.0
H 3.290676 4.446922 -3.041198 0.0 0.0 0.0
H 2.702345 -4.582923 -4.674040 0.0 0.0 0.0
H -2.462178 0.496661 7.687378 0.0 0.0 0.0
H -5.475229 -1.828076 -0.965820 0.0 0.0 0.0
H -0.289030 -0.441419 9.264290 0.0 0.0 0.0
H 1.901568 -0.686983 1.527242 -0.1 -0.1 0.2
H -1.568864 -1.532316 4.747652 0.0 0.0 0.0
H -1.787778 -3.901663 3.446798 0.0 0.0 0.0
H -0.767400 4.923865 -2.537716 0.0 0.0 0.0
H 3.150332 2.585140 0.282048 0.0 0.0 0.0
H 1.739807 3.535546 -1.262750 0.0 0.0 -0.1
H 4.652616 2.375392 1.188402 0.0 0.0 0.0
H 0.291093 -4.404174 -4.144737 0.0 0.0 0.0
H 2.354799 4.817410 -4.508275 0.0 0.0 0.0
H -3.170892 3.771231 2.122904 0.0 0.0 0.0
H 0.765910 -3.778080 0.439560 0.0 0.0 0.0
H -2.440678 1.306191 5.079623 0.0 0.0 0.0
H -4.472119 2.219973 0.288300 0.0 0.0 0.0
H -2.442789 4.063729 -4.111315 0.0 0.0 0.0
H 1.744314 5.321034 -2.932038 0.0 0.0 0.0
H -5.967155 -3.107639 -5.024826 0.0 0.0 0.0
H -0.274098 2.776231 0.440298 0.0 0.0 0.1
H 0.181831 4.237269 -0.097081 0.0 0.0 0.0
H 3.708781 3.846426 1.405980 0.0 0.0 0.0
H -1.420713 -3.110497 -4.230218 0.0 0.1 0.0
H 4.334564 2.010727 4.049804 0.0 0.0 0.0
H -4.292092 1.603121 -3.777730 0.0 0.0 0.0
H 4.315282 -3.094805 -3.473108 0.0 0.0 0.0
H 2.381019 2.176132 -5.044018 -0.1 0.0 0.0
H -6.953993 -2.282651 -2.900684 0.0 0.0 0.0
H 1.348264 -1.987882 0.461993 0.1 0.0 0.0
H 2.228819 0.736035 5.236008 0.0 0.0 0.0
H 1.240043 -0.694569 8.406889 0.0 0.0 0.0
H -3.527183 -3.469753 -5.182816 0.0 0.0 0.0
H -3.384784 1.025147 -0.438576 0.0 0.0 0.0
H -0.018494 -1.926408 8.351593 0.0 0.0 0.0

***

19
Properties=species:S:1:pos:R:3:forces:R:3 method="wB97M-V/def2-TZVPD" charge=+1
S 0.592407 0.293644 -3.669176 -1.0 0.0 0.8
O -1.807148 0.028185 0.409406 -1.1 0.1 -0.4
O 0.111652 -0.631040 3.834759 0.1 0.1 -0.6
N 0.817923 -0.203701 0.715329 0.5 0.9 -3.6
C 1.099280 0.199710 -1.907875 1.0 -0.5 1.8
C -1.065838 0.661362 -0.668232 -1.7 -1.0 2.2
C 0.116485 -0.245934 -0.787499 0.6 1.3 -0.4
H -0.052219 -1.304576 -0.954828 -0.8 0.0 0.4
H -1.741493 0.706749 -1.507008 0.4 0.0 -0.8
H 1.218306 0.737230 0.809955 -0.7 0.0 0.5
H 1.564224 1.145200 -1.515265 -0.1 -0.7 -1.0
H -0.075891 -1.383670 4.404256 0.0 0.1 0.1
H -0.694731 -0.118473 -3.482377 0.5 0.2 -0.2
H -2.754746 0.115247 0.186423 0.6 -0.2 0.6
H 1.672243 -0.721950 0.491230 -0.4 -0.8 1.2
H 1.792115 -0.654545 -1.929287 0.6 0.8 0.1
H -0.056622 0.166125 4.346161 -0.1 -0.1 0.2
H -0.913679 1.671025 -0.265022 0.9 0.0 -0.8
H 0.177733 -0.460589 1.489051 0.5 -0.3 -0.2

***

Density functional theory data (the ωB97M-V functional and the def2-TZVPD basis) for a single C9H7ClO2 molecule in a non-equilibrium geometry.

Geometry as XYZ:
```
19
Properties=species:S:1:pos:R:3:forces:R:3
Cl 3.016129 -0.176993 1.154251 0.0 -0.2 0.1
O 1.302320 2.447115 -0.474694 -0.7 -0.7 0.5
O 0.921751 -1.221221 0.011855 -2.2 -1.8 0.6
C -2.713717 0.625721 0.795141 0.7 3.9 -0.5
C 2.684380 -0.498555 -1.525729 -0.3 -3.5 -1.2
C 1.919058 -0.397721 -0.242304 -0.2 5.4 -0.3
C -0.286396 -0.620381 0.319191 0.5 1.0 -0.4
C -0.398440 0.791670 0.216657 -0.5 0.0 0.0
C -1.383830 -1.338088 0.677774 -0.8 -2.6 0.5
C -1.612490 1.464294 0.462714 0.2 -2.2 1.0
C 0.846366 1.389733 -0.179689 2.9 -2.0 -1.0
C -2.598377 -0.702180 0.823149 -1.8 -2.6 1.0
H 3.626168 -1.153175 -1.429896 -1.2 1.4 -0.2
H -3.540608 -1.308575 1.098524 1.8 0.9 -0.5
H 2.804118 0.437326 -1.972008 1.1 1.8 0.0
H -3.617419 1.110947 1.101664 -0.5 0.1 -0.1
H 2.085103 -0.956508 -2.399060 0.4 0.0 1.7
H -1.624263 2.531513 0.623330 -0.1 0.1 -0.5
H -1.429858 -2.424926 0.939137 0.8 1.0 -0.7
```
Forces are in eV/Å.

***

no.,gap between HOMO and LUMO (eV)
1,10.37
2,9.48
3,8.07
4,4.79
5,9.77
6,7.97